No. 1
Computed, not measured: an isolated ion of composition CH5O8P2 and charge -1, with ωB97M-V/def2-TZVPD.

XYZ file:
```
16
CH5O8P2, DFT ωB97M-V/def2-TZVPD
C 1.198 1.080 0.032
O -1.489 -1.694 -0.890
O 0.958 -2.241 -0.452
O 0.568 -0.729 -2.272
O 2.295 0.456 -0.451
O -2.029 -0.246 1.579
O -1.954 1.611 -0.122
O 0.187 0.173 0.258
O -0.762 1.853 2.270
P -0.104 -1.210 -1.050
P -1.276 1.071 1.131
H 0.721 1.894 -0.536
H 1.391 1.716 1.064
H 1.901 -0.100 -1.131
H -1.990 -0.650 0.639
H 0.384 -2.985 -0.071
```

Properties
2S+1 = 1
charge = -1
frontier orbital gap = 9.7843 eV

=====

No. 2
Computed, not measured: a 2-piece molecular cluster, CH3O3 overall, with ωB97M-V/def2-TZVPD.

XYZ file:
```
7
CH3O3, DFT ωB97M-V/def2-TZVPD
O -0.756 1.168 -2.271
H -1.377 0.543 -2.607
O 1.083 -0.385 1.823
C 0.121 -0.642 1.092
O -0.134 -0.283 -0.083
H -0.623 -1.373 1.525
H -0.511 0.801 -1.390
```

Properties
2S+1 = 1
charge = -1
frontier orbital gap = 8.6817 eV

=====

No. 3
Computed, not measured: C3H6N2O as an isolated structure, with ωB97M-V/def2-TZVPD.

XYZ file:
```
12
C3H6N2O, DFT ωB97M-V/def2-TZVPD
C 1.862 0.770 -0.001
C 0.747 -0.285 -0.053
C -0.757 0.240 -0.073
H 1.902 1.350 1.331
H 3.064 0.043 -0.325
H 1.558 1.799 -1.070
H -2.660 -0.664 -0.342
H -1.244 -1.678 -0.490
H -1.976 1.688 0.041
N -1.648 -0.757 0.130
N -1.028 1.473 0.038
O 0.872 -1.488 0.055
```

Properties
2S+1 = 1
frontier orbital gap = 9.8349 eV

=====

No. 4
Computed, not measured: a 2-piece molecular cluster, C14H15NO2 overall, with ωB97M-V/def2-TZVPD.

XYZ file:
```
32
C14H15NO2, DFT ωB97M-V/def2-TZVPD
C -2.214 0.484 -2.746
O -1.410 -0.339 -1.850
C -0.277 0.047 -1.333
C 0.532 -0.946 -0.668
C 1.944 -0.751 -0.575
C 2.720 -1.661 0.146
C 2.156 -2.753 0.797
C 3.014 -3.643 1.624
C 0.777 -2.974 0.661
C -0.032 -2.091 -0.073
H -3.242 0.204 -2.491
H -2.042 1.565 -2.640
H -1.944 0.118 -3.741
H 0.224 0.995 -1.620
H 2.355 0.076 -1.118
H 3.801 -1.548 0.182
H 2.413 -4.396 2.146
H 3.773 -4.158 1.015
H 3.559 -3.052 2.376
H 0.341 -3.874 1.103
H -1.093 -2.283 -0.244
N -1.072 1.461 0.050
C -0.376 2.626 -0.248
O 0.362 2.668 -1.285
C -0.551 3.759 0.631
C -1.531 3.768 1.603
C -2.387 2.656 1.666
C -2.167 1.564 0.818
H 0.101 4.578 0.440
H -1.656 4.613 2.267
H -3.211 2.584 2.347
H -2.866 0.702 0.760
```

Properties
2S+1 = 1
frontier orbital gap = 7.1462 eV

=====

No. 5
Computed, not measured: one molecule with the formula C4H4Cl2O, with ωB97M-V/def2-TZVPD.

XYZ file:
```
11
C4H4Cl2O, DFT ωB97M-V/def2-TZVPD
C 0.798 -0.456 0.943
C 0.159 0.897 0.957
C -0.712 -0.379 0.976
C -1.431 -0.664 -0.310
H 1.329 -0.717 1.818
H 0.232 1.478 1.866
H -1.283 -0.491 1.935
H -0.792 -0.509 -1.309
O -2.591 -1.035 -0.402
Cl 1.538 -1.231 -0.481
Cl 0.131 1.945 -0.489
```

Properties
2S+1 = 1
SMILES = O=C[C@@H]1[C@H](Cl)[C@@H]1Cl
frontier orbital gap = 10.5838 eV

=====

No. 6
Computed, not measured: one molecule with the formula C15H24Cl2NO2P, with ωB97M-V/def2-TZVPD.

XYZ file:
```
45
C15H24Cl2NO2P, DFT ωB97M-V/def2-TZVPD
C 1.963 -1.257 2.993
N 1.074 -0.166 2.620
C 1.414 0.488 1.367
P 0.843 -0.425 -0.162
C 0.958 -2.270 -0.168
C 0.059 0.342 -1.687
O 0.765 0.094 -2.887
C 0.318 -1.051 -3.580
C -0.924 -0.515 0.623
O -1.405 0.828 0.831
C -2.777 0.938 0.805
C -3.398 1.483 -0.321
C -4.785 1.631 -0.353
C -5.552 1.232 0.742
C -4.920 0.695 1.867
C -3.534 0.548 1.909
C 2.643 -0.192 -0.980
Cl 3.603 -1.585 -1.458
C 3.234 0.969 -1.217
C 4.578 1.195 -1.827
Cl 2.408 2.450 -0.807
H 1.991 -1.323 4.077
H 2.989 -1.117 2.644
H 1.557 -2.202 2.647
H 1.041 0.535 3.343
H 0.930 1.457 1.320
H 2.487 0.680 1.309
H 1.788 -2.616 0.429
H 1.047 -2.644 -1.179
H 0.054 -2.700 0.251
H -0.961 -0.012 -1.801
H -0.002 1.416 -1.560
H -0.046 -1.825 -2.907
H -0.469 -0.786 -4.286
H 1.147 -1.466 -4.143
H -1.608 -1.057 -0.031
H -0.909 -1.051 1.572
H -2.796 1.800 -1.155
H -5.239 2.061 -1.231
H -6.621 1.353 0.708
H -5.526 0.401 2.711
H -3.053 0.134 2.780
H 4.524 1.183 -2.912
H 5.294 0.473 -1.459
H 4.932 2.180 -1.534
```

Properties
2S+1 = 1
SMILES = CNCP(C)(COC)(COc1ccccc1)/C(Cl)=C(/C)Cl
frontier orbital gap = 8.8064 eV

=====

No. 7
Computed, not measured: C46H35CaF15NO9PS4 as an isolated structure, with ωB97M-V/def2-TZVPD.

XYZ file:
```
112
C46H35CaF15NO9PS4, DFT ωB97M-V/def2-TZVPD
Ca -0.610 0.121 -0.129
O 0.299 -0.629 1.597
S 0.570 -0.706 3.056
C 1.881 -2.027 3.221
C 3.203 -1.787 2.510
C 3.059 -1.643 0.987
C 3.222 -0.199 0.507
S 3.123 0.289 -2.040
O 2.357 0.087 -0.580
C 3.886 1.871 -1.707
C 3.097 2.902 -1.216
C 3.685 4.104 -0.866
C 5.052 4.279 -1.012
C 5.832 3.254 -1.524
C 5.254 2.044 -1.865
C 1.580 0.745 3.467
C 1.580 1.801 2.570
C 2.295 2.950 2.864
C 2.992 3.043 4.058
C 2.968 1.995 4.964
C 2.258 0.841 4.674
H 1.394 -2.924 2.839
H 2.030 -2.152 4.291
H 3.850 -2.637 2.734
H 3.686 -0.899 2.924
H 2.059 -1.950 0.673
H 3.782 -2.282 0.480
H 4.261 0.013 0.226
H 2.945 0.497 1.304
H 2.029 2.755 -1.120
H 3.068 4.906 -0.488
H 5.513 5.214 -0.729
H 6.897 3.389 -1.642
H 5.855 1.234 -2.248
H 1.009 1.717 1.656
H 2.312 3.764 2.156
H 3.549 3.938 4.286
H 3.506 2.072 5.897
H 2.237 0.027 5.381
O -4.266 -0.938 -2.808
C -3.360 -1.074 -3.787
C -3.804 -1.457 -5.054
C -2.918 -1.614 -6.098
C -1.561 -1.392 -5.904
C -1.102 -1.039 -4.653
C -1.983 -0.877 -3.584
C -1.445 -0.566 -2.236
O -0.228 -0.740 -1.998
O -2.239 -0.214 -1.316
H -3.802 -0.601 -2.009
H -4.859 -1.627 -5.192
H -3.293 -1.900 -7.070
H -0.863 -1.497 -6.718
H -0.054 -0.864 -4.462
F -1.084 4.515 1.421
C -0.941 4.247 0.125
F 0.353 4.480 -0.164
F -1.666 5.113 -0.576
S -1.350 2.450 -0.286
O -1.170 1.786 0.983
O -0.341 2.108 -1.240
N -2.798 2.428 -0.811
S -3.760 2.057 0.410
O -3.772 0.672 0.762
O -3.655 3.015 1.460
C -5.412 2.424 -0.421
F -6.358 2.699 0.482
F -5.840 1.398 -1.157
F -5.293 3.487 -1.214
F -6.505 -5.676 -2.796
C -6.502 -5.063 -1.601
F -7.506 -4.183 -1.619
F -6.855 -6.011 -0.705
C -5.169 -4.456 -1.267
C -4.022 -5.183 -1.561
C -2.788 -4.671 -1.214
C -2.689 -3.432 -0.588
C -3.845 -2.709 -0.303
C -5.086 -3.221 -0.640
P -1.086 -2.750 -0.002
C 0.111 -3.655 -1.047
C -0.066 -3.649 -2.431
C 0.934 -4.100 -3.267
C 2.123 -4.579 -2.727
C 2.305 -4.613 -1.353
C 1.303 -4.149 -0.521
C 3.224 -4.997 -3.663
F 3.804 -3.940 -4.261
F 2.777 -5.788 -4.653
F 4.215 -5.665 -3.053
C -1.095 -3.743 1.562
C -0.732 -5.082 1.671
C -0.781 -5.723 2.896
C -1.203 -5.028 4.021
C -1.584 -3.696 3.924
C -1.535 -3.062 2.696
C -1.230 -5.700 5.366
F -2.244 -5.281 6.135
F -1.323 -7.032 5.296
F -0.101 -5.437 6.062
H -4.098 -6.142 -2.050
H -1.898 -5.235 -1.440
H -3.774 -1.739 0.176
H -5.985 -2.662 -0.432
H -0.983 -3.267 -2.856
H 0.809 -4.073 -4.338
H 3.222 -5.003 -0.937
H 1.458 -4.159 0.549
H -0.408 -5.628 0.798
H -0.489 -6.757 2.976
H -1.911 -3.168 4.804
H -1.842 -2.028 2.598
```

Properties
2S+1 = 1
frontier orbital gap = 8.3236 eV

=====

No. 8
Computed, not measured: a 3-piece molecular cluster, C17H42BN2O6S overall, with ωB97M-V/def2-TZVPD.

XYZ file:
```
69
C17H42BN2O6S, DFT ωB97M-V/def2-TZVPD
S 6.549 2.660 2.223
C 5.913 1.315 1.028
C 5.457 0.031 1.950
C 4.111 -0.745 1.432
C 2.692 -0.033 1.835
C 2.668 1.315 2.766
O 1.987 2.221 1.791
B 1.918 1.624 0.433
O 1.714 0.178 0.719
H 5.412 3.290 2.786
H 5.045 1.809 0.419
H 6.755 0.969 0.262
H 6.350 -0.758 1.870
H 5.434 0.363 3.078
H 4.119 -1.816 1.939
H 4.218 -0.880 0.264
H 2.109 -0.835 2.487
H 3.663 1.836 3.092
H 1.958 1.185 3.716
H 1.207 2.159 -0.348
H 2.948 1.623 -0.162
C -1.526 4.556 -0.235
O -1.625 3.175 -0.558
C -1.335 2.302 0.542
C -2.619 1.645 1.080
N -3.471 2.615 1.773
C -4.839 2.146 2.026
C -5.699 1.720 0.816
O -6.090 2.800 -0.034
C -5.091 3.231 -0.946
H -1.512 5.123 -1.171
H -2.389 4.884 0.341
H -0.602 4.774 0.317
H -0.773 2.806 1.334
H -0.694 1.509 0.141
H -2.350 0.842 1.774
H -3.134 1.198 0.226
H -3.527 3.468 1.222
H -5.359 2.968 2.533
H -4.795 1.316 2.740
H -6.633 1.307 1.214
H -5.243 0.913 0.230
H -4.476 2.405 -1.313
H -4.472 4.002 -0.483
H -5.586 3.695 -1.804
C -0.436 -2.203 -4.324
O 0.679 -2.052 -3.455
C 0.385 -1.310 -2.264
C 0.325 -2.237 -1.036
N -0.859 -3.099 -1.068
C -0.819 -4.217 -0.118
C 0.352 -5.219 -0.220
O 0.316 -6.044 -1.386
C 0.797 -5.423 -2.570
H -0.065 -2.548 -5.295
H -1.127 -2.955 -3.946
H -0.962 -1.251 -4.472
H -0.524 -0.707 -2.364
H 1.222 -0.617 -2.122
H 0.302 -1.629 -0.125
H 1.247 -2.823 -1.030
H -0.970 -3.484 -2.003
H -1.751 -4.777 -0.260
H -0.850 -3.810 0.899
H 0.262 -5.907 0.628
H 1.333 -4.742 -0.114
H 1.627 -4.739 -2.375
H -0.021 -4.909 -3.078
H 1.150 -6.205 -3.248
```

Properties
2S+1 = 1
charge = -1
frontier orbital gap = 6.9270 eV

=====

No. 9
Computed, not measured: C43H43N4OP2PbS as an isolated structure, with ωB97M-V/def2-TZVPD.

XYZ file:
```
95
C43H43N4OP2PbS, DFT ωB97M-V/def2-TZVPD
Pb 0.042 -12.503 16.357
C -2.180 -12.459 18.931
C -1.648 -11.057 18.731
N -0.173 -11.130 18.429
C 0.531 -11.577 19.652
C 1.436 -12.819 19.435
N 0.834 -13.932 18.659
C -0.227 -14.728 19.252
C -1.444 -14.804 18.380
N -1.806 -13.421 17.860
H -1.753 -12.875 19.818
H -3.284 -12.269 18.974
H -2.149 -10.536 17.924
H -1.796 -10.473 19.613
H 0.134 -10.180 18.203
H 1.127 -10.712 19.961
H -0.256 -11.805 20.353
H 2.315 -12.503 18.858
H 1.802 -13.173 20.397
H 1.605 -14.486 18.356
H 0.174 -15.743 19.518
H -0.437 -14.297 20.176
H -1.218 -15.314 17.394
H -2.292 -15.345 18.839
H -2.577 -13.503 17.226
O 3.464 -9.796 14.669
C 4.479 -10.519 14.090
C 5.318 -10.005 13.082
C 6.170 -10.925 12.439
C 6.198 -12.266 12.849
C 5.396 -12.711 13.863
C 4.487 -11.855 14.545
P 3.656 -12.192 16.165
C 4.682 -11.153 17.209
C 6.040 -11.045 16.980
C 6.821 -10.091 17.572
C 6.141 -9.158 18.398
C 4.783 -9.227 18.599
C 4.046 -10.182 17.939
C 4.271 -13.948 16.421
C 3.756 -14.885 15.531
C 4.019 -16.246 15.638
C 4.663 -16.684 16.797
C 5.094 -15.772 17.747
C 4.930 -14.429 17.555
C 3.257 -8.462 14.785
C 4.232 -7.497 14.896
C 3.864 -6.149 15.090
C 2.501 -5.739 15.088
C 1.558 -6.746 14.935
C 1.924 -8.089 14.814
P 0.556 -9.420 14.930
C -0.216 -9.415 13.188
C -0.569 -8.302 12.415
C -1.111 -8.454 11.135
C -1.357 -9.752 10.705
C -0.973 -10.855 11.414
C -0.392 -10.701 12.675
C -0.515 -8.489 16.079
C -1.867 -8.302 15.960
C -2.534 -7.708 17.026
C -1.849 -7.266 18.139
C -0.486 -7.431 18.273
C 0.148 -8.037 17.245
H 5.369 -8.964 12.869
H 6.863 -10.531 11.676
H 6.877 -12.973 12.325
H 5.457 -13.763 14.124
H 6.577 -11.831 16.446
H 7.870 -10.128 17.429
H 6.693 -8.432 19.019
H 4.241 -8.551 19.247
H 2.953 -10.151 18.032
H 3.226 -14.512 14.636
H 3.733 -16.947 14.895
H 4.913 -17.732 16.924
H 5.638 -16.197 18.617
H 5.270 -13.713 18.357
H 5.295 -7.740 14.789
H 4.710 -5.502 15.167
H 2.172 -4.730 15.136
H 0.477 -6.488 14.809
H -0.379 -7.312 12.845
H -1.347 -7.579 10.537
H -1.749 -9.888 9.722
H -1.109 -11.838 11.000
H -0.036 -11.571 13.189
H -2.422 -8.642 15.061
H -3.609 -7.657 17.023
H -2.340 -6.686 18.954
H 0.110 -7.048 19.110
H 1.213 -8.232 17.278
S -4.472 -11.770 16.685
C -3.018 -11.515 16.029
N -1.924 -11.371 15.668
```

Properties
2S+1 = 1
charge = +1
frontier orbital gap = 7.7300 eV

=====

No. 10
Computed, not measured: C7H14CoN2OP as an isolated structure, with ωB97M-V/def2-TZVPD.

XYZ file:
```
26
C7H14CoN2OP, DFT ωB97M-V/def2-TZVPD
C 1.618 2.370 -0.396
C 1.855 2.945 0.898
C 0.625 3.510 1.299
C -0.280 3.578 0.218
C 0.272 2.769 -0.818
Co 0.612 -0.851 -1.176
P 2.769 -1.606 -1.345
H 2.277 1.683 -0.899
H 2.749 2.853 1.503
H 0.438 3.895 2.287
H -0.264 2.428 -1.693
H -1.264 4.019 0.240
H 3.082 -2.617 -0.363
H 3.768 -0.580 -1.124
H 3.270 -2.255 -2.532
C -2.272 -2.573 1.917
N -2.318 -2.359 0.470
C -1.456 -1.538 -0.113
N -1.470 -1.456 -1.548
O -0.533 -0.910 0.463
H -1.579 -1.865 2.391
H -1.925 -3.597 2.108
H -3.278 -2.404 2.313
H -2.937 -2.910 -0.135
H -1.594 -0.505 -1.931
H -2.162 -2.024 -2.031
```

Properties
2S+1 = 4
charge = -1
frontier orbital gap (spin up / spin down) = 3.4352 / 5.5094 eV

=====

No. 11
Computed, not measured: C5H11ClFN as an isolated structure, with ωB97M-V/def2-TZVPD.

XYZ file:
```
19
C5H11ClFN, DFT ωB97M-V/def2-TZVPD
C 1.615 1.353 -0.208
C 1.727 -0.129 -0.661
C 0.317 -0.797 -0.918
C -0.863 -0.492 0.010
C -1.978 -1.345 -0.388
H 0.844 1.963 -0.671
H 2.583 2.013 -0.291
H 1.254 1.615 0.825
H 2.435 -0.446 -1.479
H 3.662 -0.407 -0.002
H 2.463 0.248 1.593
H 0.071 -0.320 -1.912
H 0.495 -1.844 -0.848
H -2.377 -0.976 -1.317
H -2.615 -1.229 0.528
H -1.908 -2.434 -0.561
N 2.506 -0.796 0.555
F -0.399 -0.689 1.401
Cl -1.516 1.297 0.037
```

Properties
2S+1 = 1
frontier orbital gap = 10.2114 eV

=====

No. 12
Computed, not measured: C20H17BrLa as an isolated structure, with ωB97M-V/def2-TZVPD.

XYZ file:
```
39
C20H17BrLa, DFT ωB97M-V/def2-TZVPD
C -1.175 -0.770 -1.878
C -1.232 -1.803 -0.840
C -1.976 -1.247 0.303
H -0.762 -2.726 -0.868
C -2.390 0.111 -0.037
C -1.876 0.427 -1.372
H -1.967 1.338 -1.854
H -0.699 -0.855 -2.789
H -2.102 -1.705 1.225
H -2.885 0.772 0.591
La -0.011 0.014 0.111
Br 0.821 -1.888 1.605
C 2.008 1.173 0.383
C 1.161 1.973 -0.507
C 0.983 1.208 -1.755
H 0.692 2.867 -0.268
C 1.716 -0.063 -1.617
C 2.373 -0.062 -0.309
H 2.924 -0.842 0.089
H 2.235 1.402 1.370
H 0.413 1.502 -2.562
H 1.749 -0.832 -2.308
C 2.625 0.544 5.974
C 2.996 0.094 4.695
C 2.117 0.191 3.645
C 0.814 0.729 3.768
C -0.158 0.839 2.741
C -1.380 1.375 3.027
C -1.725 1.830 4.337
C -0.815 1.726 5.340
C 0.455 1.188 5.110
C 1.374 1.080 6.166
H 3.324 0.463 6.798
H 3.987 -0.331 4.554
H 2.479 -0.190 2.689
H -2.164 1.506 2.288
H -2.707 2.249 4.514
H -1.082 2.065 6.340
H 1.088 1.423 7.162
```

Properties
2S+1 = 1
charge = -1
frontier orbital gap = 6.0466 eV

=====

2S+1 of number 10 (C7H14CoN2OP)?
4

=====

Which value of 2S+1 does entry 5 give?
1